Molecular formula: C2H12N2Si3
Method: DFT, wB97M-V/def2-TZVPD

Results
**LUMO**: -0.00161 hartree
**HOMO energy**: -8.528 eV
**Frontier orbital gap**: 8.4839 eV

```
! RIJCOSX wB97M-V def2-TZVPD def2/J DEFGRID3
* xyz 0 1
C 1.96930 -3.04129 -1.74590
C 2.00188 -1.78265 -2.15701
N 1.69378 0.85532 -1.39188
N -1.90847 -0.34383 2.39264
Si 1.04011 2.42533 -1.07310
Si -3.39059 0.47365 2.71129
Si 0.65838 -0.49411 -1.73049
H 2.71026 -3.77562 -2.02952
H 1.19461 -3.39907 -1.08285
H 2.80848 -1.49866 -2.83341
H 2.70081 0.75880 -1.40548
H -1.45186 -0.84691 3.13529
H 0.27872 2.86418 -2.24409
H 2.16514 3.32553 -0.80866
H 0.15370 2.32748 0.09032
H -3.30151 1.59423 3.66335
H -3.82397 0.97403 1.40935
H -4.28242 -0.54060 3.26805
H -1.21637 0.12422 1.83211
*
```



Molecular formula: C41H30F5InN3SSb
Method: DFT, wB97M-V/def2-TZVPD

Results
**LUMO**: -0.22455 hartree
**HOMO energy**: -13.527 eV
**Frontier orbital gap**: 7.4165 eV

```
! RIJCOSX wB97M-V def2-TZVPD def2/J DEFGRID3
* xyz 2 1
In -1.26557 0.08015 0.65998
C -0.04273 1.44124 3.58672
C -0.50481 0.04422 3.85345
C -0.55409 -0.44644 5.15702
C -1.00459 -1.72749 5.38841
C -1.38280 -2.51900 4.31061
C -1.30220 -1.98740 3.04090
N -0.88603 -0.72556 2.82364
C -1.69445 -2.76713 1.83617
C -1.82921 -4.14522 1.85136
C -2.21901 -4.78918 0.68913
C -2.47338 -4.04890 -0.45180
C -2.31535 -2.67208 -0.40610
N -1.91922 -2.06599 0.71806
C -2.55464 -1.79871 -1.58663
C -3.24105 -2.25285 -2.69468
C -3.39843 -1.39762 -3.77883
C -2.86707 -0.12865 -3.71193
C -2.21032 0.28357 -2.55378
C -1.68377 1.67915 -2.44924
N -2.06157 -0.54725 -1.51537
H -0.88894 2.13096 3.61106
H 0.43900 1.53068 2.61569
H 0.67474 1.75031 4.34400
H -0.24410 0.19301 5.97160
H -1.06704 -2.11557 6.39587
H -1.75397 -3.51914 4.47375
H -1.61747 -4.71338 2.74389
H -2.31927 -5.86576 0.67289
H -2.76680 -4.54126 -1.36581
H -3.66749 -3.24390 -2.71710
H -3.93337 -1.72551 -4.65952
H -2.96324 0.56182 -4.53829
H -2.50352 2.37792 -2.27324
H -1.18404 1.97154 -3.37226
H -0.96150 1.77965 -1.64084
C 4.72321 0.95027 3.19508
C 4.73470 1.66064 2.00427
C 3.78383 1.39901 1.02617
C 2.81596 0.42782 1.25607
C 2.80681 -0.29289 2.44950
C 3.76526 -0.03206 3.41593
Sb 1.38742 -0.03830 -0.20502
C 1.81155 -2.01759 -0.76652
C 2.91826 -2.66433 -0.22556
C 3.19791 -3.97177 -0.60042
C 2.38111 -4.62628 -1.51105
C 1.27981 -3.97794 -2.05480
C 0.98989 -2.67428 -1.68072
C 1.74604 1.15373 -1.89407
C 1.89151 0.54489 -3.13635
C 2.04250 1.33393 -4.26945
C 2.04592 2.71735 -4.16005
C 1.90604 3.32201 -2.91706
C 1.75256 2.54258 -1.77996
H 5.46908 1.15454 3.95113
H 5.48957 2.41505 1.82946
H 3.81386 1.94275 0.09042
H 2.07049 -1.07109 2.62591
H 3.77168 -0.59828 4.33811
H 3.56765 -2.15787 0.47818
H 4.06127 -4.47513 -0.18684
H 2.60905 -5.64145 -1.80631
H 0.65510 -4.48466 -2.77892
H 0.14034 -2.16711 -2.12595
H 1.91110 -0.53459 -3.22911
H 2.17015 0.86572 -5.23630
H 2.16910 3.32743 -5.04468
H 1.92053 4.40015 -2.82915
H 1.64187 3.02514 -0.81724
F -1.75904 6.70330 -1.52824
C -2.00698 5.57277 -0.88971
C -0.96230 4.83162 -0.36016
F 0.29365 5.25737 -0.48793
C -1.23464 3.65294 0.30377
F -0.18350 2.93954 0.77855
C -2.52077 3.15827 0.45662
S -2.92052 1.67893 1.33845
C -3.55133 3.92388 -0.08069
F -4.80828 3.51007 0.02872
C -3.30824 5.11733 -0.74511
F -4.31185 5.81636 -1.24781
*
```



Molecular formula: CH3BrClPS
Method: DFT, wB97M-V/def2-TZVPD

Results
**LUMO**: -0.11734 hartree
**HOMO energy**: -9.693 eV
**Frontier orbital gap**: 6.4996 eV

```
! RIJCOSX wB97M-V def2-TZVPD def2/J DEFGRID3
* xyz 0 1
C -0.14926 0.91498 -0.23312
P 0.49104 -0.73774 0.03378
S 2.17776 -0.76191 -0.92724
Cl 0.80683 -0.93771 1.97841
Br -2.21512 -2.10844 -0.27951
H 0.42129 1.64788 -0.77581
H -1.25765 0.82988 -0.66919
H -0.27490 1.15307 0.87268
*
```



Molecular formula: C4H11BaBr2NNb
Method: DFT, wB97M-V/def2-TZVPD

Results
**LUMO**: -0.21701 hartree
**HOMO energy**: -9.263 eV
**Frontier orbital gap**: 3.3574 eV

```
! RIJCOSX wB97M-V def2-TZVPD def2/J DEFGRID3
* xyz 1 1
C 2.99244 -0.15971 0.66445
C 1.58335 0.05487 0.84462
Br 0.86955 -0.57421 2.44885
C 0.90269 0.66829 -0.11074
Br 2.03862 1.16898 -1.64718
Nb -1.37992 1.19139 -0.23908
C -2.08388 -0.92450 0.08985
N -3.14532 -1.36576 -0.86329
H 3.58819 0.49942 1.32675
H 3.19561 0.00205 -0.38203
H 3.25174 -1.21000 0.90207
H -1.33820 1.75299 1.51394
H -0.76329 2.81747 -0.85233
H -1.08912 0.72876 -2.00281
H -3.01666 1.82845 -0.62631
H -1.23973 -1.59545 0.02715
H -2.42115 -1.00838 1.11366
H -4.01701 -1.38924 -0.36741
H -2.96679 -2.32263 -1.11013
Ba 5.03889 -0.16280 -0.73004
*
```



Molecular formula: C10H40N20O10
Method: DFT, wB97M-V/def2-TZVPD

Results
**SMILES string**: NC(N)=O.NC(N)=O.NC(N)=O.NC(N)=O.NC(N)=O.NC(N)=O.NC(N)=O.NC(N)=O.NC(N)=O.NC(N)=O
**LUMO**: 0.01159 hartree
**HOMO energy**: -9.238 eV
**Frontier orbital gap**: 9.5531 eV

```
! RIJCOSX wB97M-V def2-TZVPD def2/J DEFGRID3
* xyz 0 1
C -9.78319 -5.21288 -12.00792
O -10.84805 -5.52732 -11.45111
N -8.61414 -5.44010 -11.53424
N -9.79820 -4.79044 -13.16743
H -7.75938 -5.08486 -11.93831
H -8.58366 -5.87844 -10.62483
H -10.67188 -4.49639 -13.58010
H -8.90318 -4.48590 -13.52285
C -15.28624 -12.15201 -6.08982
O -15.29897 -11.32614 -5.23451
N -15.19891 -11.83509 -7.32155
N -15.52709 -13.46211 -5.91535
H -15.24619 -12.52009 -8.06225
H -15.22368 -10.84087 -7.49765
H -15.89847 -13.80662 -5.04157
H -15.85875 -13.92777 -6.74797
C -17.74057 -6.36120 -13.63893
O -18.05222 -5.61575 -12.70415
N -18.43582 -6.74194 -14.67656
N -16.56630 -6.95897 -13.67743
H -19.38295 -6.41001 -14.56325
H -18.06623 -7.25088 -15.46680
H -16.04344 -6.83408 -12.82238
H -16.19405 -7.42345 -14.49339
C -17.98513 -6.76549 -3.25048
O -18.54904 -7.17430 -4.27142
N -18.55162 -6.06413 -2.34894
N -16.81809 -7.14897 -2.91239
H -18.04309 -5.86725 -1.49880
H -19.48235 -5.72259 -2.54177
H -16.52791 -6.85325 -1.99129
H -16.19410 -7.71757 -3.46686
C -9.50033 -10.36637 -6.77688
O -9.09749 -9.24698 -6.59688
N -8.76098 -11.42050 -6.63614
N -10.67854 -10.76762 -7.02232
H -9.10187 -12.34078 -6.87479
H -7.75625 -11.31951 -6.61542
H -11.25827 -9.94078 -7.00340
H -11.08248 -11.60486 -6.62742
C -15.63311 -6.65919 -8.70570
O -14.99361 -7.41897 -8.04471
N -15.17766 -5.89574 -9.61759
N -16.89872 -6.36340 -8.54164
H -15.80535 -5.18631 -9.96804
H -14.18627 -5.70278 -9.61583
H -17.22990 -5.79536 -9.30830
H -17.23099 -6.51735 -7.60037
C -21.72063 -3.56418 -4.26652
O -22.38538 -4.43651 -4.76385
N -22.06560 -2.81969 -3.24362
N -20.58586 -3.18910 -4.73915
H -21.23454 -2.29505 -3.01083
H -22.83946 -2.94200 -2.60622
H -20.36262 -3.73205 -5.56101
H -19.85589 -2.53316 -4.50047
C -18.39489 -1.42371 -9.49600
O -17.22247 -1.16726 -9.55218
N -19.01870 -2.05307 -10.36175
N -19.17901 -1.13723 -8.53755
H -19.87924 -2.53764 -10.15020
H -18.47199 -2.48357 -11.09380
H -20.16887 -1.29477 -8.66182
H -18.80771 -0.48084 -7.86570
C -13.72384 -1.56989 -13.96386
O -12.91570 -2.01320 -14.70082
N -13.68766 -1.87940 -12.69158
N -14.61424 -0.78546 -14.29883
H -14.62823 -1.76994 -12.34021
H -13.17941 -2.54492 -12.12690
H -14.66725 -0.61217 -15.29244
H -15.26191 -0.36316 -13.64900
C -20.86990 -11.64209 -8.27872
O -21.78293 -10.86262 -8.56010
N -19.75380 -11.24209 -7.73351
N -20.88870 -12.96915 -8.27144
H -19.05851 -11.94224 -7.51799
H -19.59282 -10.25101 -7.62409
H -21.64078 -13.31783 -8.84840
H -20.83231 -13.24716 -7.30210
*
```



Molecular formula: C23H20AuN9O
Method: DFT, wB97M-V/def2-TZVPD

Results
**LUMO (spin up / spin down)**: -0.08951 / -0.19777 hartree
**HOMO energy (spin up / spin down)**: -9.136 / -11.395 eV
**Frontier orbital gap (spin up / spin down)**: 6.7001 / 6.0132 eV

```
! RIJCOSX wB97M-V def2-TZVPD def2/J DEFGRID3
* xyz 1 4
Au -0.03044 0.09378 -0.58958
C 2.02906 -2.36615 0.84873
N 1.21844 -1.35541 1.50563
C 0.00032 -1.79221 2.15702
C -1.05225 -2.15384 1.15001
N -1.28845 -1.50468 0.03401
C -2.29894 -2.19361 -0.63087
C -2.90275 -1.95110 -1.86430
C -3.90477 -2.81362 -2.25359
C -4.30010 -3.89469 -1.44410
C -3.69519 -4.15282 -0.22956
C -2.68101 -3.27907 0.15380
N -1.85355 -3.23519 1.27017
C 2.20047 -2.11381 -0.62465
N 1.43956 -1.35977 -1.37596
C 1.92597 -1.44829 -2.67688
C 1.50161 -0.82742 -3.84766
C 2.20359 -1.11723 -4.99786
C 3.30186 -1.99373 -4.98840
C 3.73356 -2.60652 -3.83020
C 3.01758 -2.31221 -2.67593
N 3.16177 -2.71838 -1.35406
H 1.56744 -3.35457 0.95971
H 3.01904 -2.43498 1.30647
H 1.76648 -0.75534 2.10195
H -0.37091 -0.95498 2.75256
H 0.13609 -2.64362 2.83786
H -2.57743 -1.13578 -2.49532
H -4.39816 -2.66265 -3.20344
H -5.09140 -4.54564 -1.78823
H -3.99520 -4.98971 0.38507
H -1.88426 -3.85207 2.06450
H 0.67167 -0.13412 -3.84377
H 1.91326 -0.65261 -5.92967
H 3.82589 -2.18842 -5.91344
H 4.58654 -3.27023 -3.82504
H 3.88322 -3.31889 -0.99124
N 5.70445 1.41265 -1.33318
C 4.64444 1.61020 -0.92142
N 3.47096 1.80638 -0.36385
C 2.31355 1.72345 -0.79654
N 1.17282 1.64370 -1.12498
O -1.57128 1.43688 0.68839
N -2.83511 1.21831 0.68485
C -3.50885 1.03369 1.93446
C -4.80675 0.70288 1.91990
C -5.52662 0.58150 0.68523
C -4.85695 0.90446 -0.54166
C -3.55615 1.22106 -0.55381
H -2.88515 1.19090 2.79950
H -5.31595 0.54950 2.86086
H -6.56583 0.29666 0.68311
H -5.40536 0.91076 -1.47297
H -2.96360 1.50734 -1.40851
*
```